1.
C36H49BHfN9S | wB97M-V/def2-TZVPD

Atoms and positions in Å:
Hf1 0.227976 -0.192530 0.286517
C1 0.322578 -4.322131 -3.049682
C2 0.311927 -2.857613 -2.826444
C3 0.506238 -1.868345 -3.776001
C4 0.385053 -0.654681 -3.102739
N1 0.153242 -0.892881 -1.795543
N2 0.106155 -2.255139 -1.637674
B1 -0.385275 -2.952251 -0.351140
N3 -1.674603 -2.244606 0.096513
N4 -1.835407 -0.882629 0.077544
C5 -3.146541 -0.636560 0.247245
C6 -3.830408 -1.846659 0.363838
C7 -2.877109 -2.840667 0.257851
C8 -3.101701 -4.305313 0.288848
C9 -3.770969 0.729726 0.262882
C10 -2.721513 1.796473 -0.059472
C11 -4.884717 0.779209 -0.795391
C12 -4.389305 0.973140 1.647926
N5 0.704464 -2.953104 0.750893
N6 1.232976 -1.815586 1.300552
C13 2.164121 -2.188814 2.201817
C14 2.216109 -3.581034 2.230720
C15 1.293532 -4.034658 1.304040
C16 1.012248 -5.448365 0.962740
C17 3.029151 -1.283727 3.042452
C18 4.497844 -1.681439 2.823964
C19 2.651160 -1.495115 4.517332
C20 2.871376 0.195487 2.692351
C21 0.514052 0.710735 -3.719077
C22 -0.344423 0.803909 -4.991376
C23 0.047611 1.786628 -2.735608
C24 1.983880 0.915161 -4.119483
H1 0.634361 -4.524817 -4.070274
H2 1.002950 -4.823864 -2.364402
H3 -0.672730 -4.742371 -2.909798
H4 0.695212 -2.023177 -4.818289
H5 -0.637353 -4.069686 -0.606958
H6 -4.882322 -1.989753 0.499278
H7 -4.133913 -4.504546 0.564300
H8 -2.916581 -4.734769 -0.695325
H9 -2.446464 -4.800955 1.002220
H10 -2.165220 1.512205 -0.953968
H11 -3.208178 2.749039 -0.251584
H12 -2.031697 1.937379 0.770941
H13 -4.485262 0.589141 -1.788846
H14 -5.656123 0.043804 -0.588589
H15 -5.353241 1.759955 -0.795901
H16 -3.634810 0.933008 2.430443
H17 -4.863686 1.949559 1.667696
H18 -5.146699 0.225240 1.862948
H19 2.839342 -4.195589 2.844098
H20 1.641714 -6.090463 1.571537
H21 -0.027009 -5.704094 1.154386
H22 1.223884 -5.652732 -0.084921
H23 4.667708 -2.724206 3.071181
H24 4.795570 -1.519402 1.790427
H25 5.141541 -1.078139 3.457596
H26 2.798914 -2.528629 4.815984
H27 3.273637 -0.866462 5.148004
H28 1.610315 -1.230540 4.690888
H29 3.129982 0.383141 1.649354
H30 1.865173 0.548956 2.907185
H31 3.552210 0.780798 3.307590
H32 -1.400948 0.697088 -4.761109
H33 -0.194391 1.773987 -5.457782
H34 -0.072233 0.040687 -5.713505
H35 -1.026551 1.695953 -2.592754
H36 0.553591 1.708655 -1.767055
H37 0.243821 2.773049 -3.144744
H38 2.282517 0.159286 -4.838958
H39 2.107122 1.890377 -4.579630
H40 2.648401 0.853455 -3.263755
C25 4.520934 3.779594 0.190071
C26 4.173640 2.737097 -0.659136
C27 2.936511 2.132619 -0.555907
C28 2.036182 2.522431 0.449311
C29 2.383075 3.614916 1.266208
C30 3.608333 4.227813 1.135563
N7 0.889939 1.774493 0.720938
N8 0.225187 2.263183 1.779244
C31 -0.516204 1.464037 2.530369
C32 -1.180049 2.021443 3.654251
C33 -1.820789 1.189451 4.528844
C34 -1.806099 -0.196490 4.293222
C35 -1.184958 -0.674236 3.166561
N9 -0.557833 0.115340 2.278365
H41 5.492907 4.236908 0.114565
H42 4.882423 2.402783 -1.402176
H43 2.676806 1.336388 -1.243337
H44 1.670242 3.937694 2.006600
H45 3.866733 5.041314 1.794229
H46 -1.144688 3.090375 3.787646
H47 -2.329108 1.588969 5.391132
H48 -2.266154 -0.873215 4.990920
H49 -1.168571 -1.737209 2.949187
S1 3.562095 -1.528930 -1.342829
C36 2.473925 -0.711352 -0.655853

Atoms 1-3, force components in eV/Å:
Hf 1.4 0.4 -0.5
C -0.1 -0.1 0.1
C 0.3 0.4 -0.2

Summary:
electronic energy = -2364.7122 a.u.
energy relative to the best compared isomer or geometry (same formula, charge and spin) = 0.0 kcal per mole
spin multiplicity = 2
max |F| = 0.035 Eh/bohr
highest occupied orbital energy (alpha / beta) = -12.849 / -13.369 eV
net charge = +2

2.
C40H44F12O16 | wB97M-V/def2-TZVPD

Atoms and positions in Å:
C1 -2.284944 -6.599939 0.757370
C2 -2.469945 -5.340407 1.565103
O1 -1.154895 -4.807717 1.968255
C3 -0.739921 -5.165951 3.198514
O2 -1.009744 -6.170860 3.800904
C4 0.250636 -4.082565 3.726155
F1 -0.204817 -2.830530 3.467163
F2 0.270348 -4.168586 5.051521
F3 1.485612 -4.131607 3.251984
H1 -1.810550 -6.257231 -0.159352
H2 -3.235187 -7.058003 0.577873
H3 -1.644719 -7.347091 1.241161
H4 -2.965413 -5.544753 2.493927
H5 -2.946093 -4.546520 0.992036
C5 -0.249778 5.765358 0.612019
C6 0.200629 5.618730 -0.815970
O3 0.016543 4.295724 -1.435126
C7 0.868833 3.428021 -1.005549
O4 1.669139 3.499082 -0.121946
C8 0.912192 2.229547 -2.061121
F4 0.930184 1.026932 -1.434709
F5 -0.047284 2.315214 -3.006480
F6 2.096533 2.332682 -2.640641
H6 -1.232473 5.361066 0.836428
H7 -0.269550 6.845285 0.821532
H8 0.521066 5.353247 1.270340
H9 1.225448 5.815224 -0.886174
H10 -0.306145 6.151375 -1.630629
C9 2.378875 -7.000113 -1.391983
C10 3.103356 -5.843158 -2.125352
O5 2.218108 -5.321288 -3.169910
C11 2.634973 -4.485902 -4.112951
O6 3.704455 -3.990339 -4.212377
C12 1.524851 -4.160170 -5.102662
F7 0.356616 -4.666088 -4.872560
F8 1.256855 -2.860486 -5.192907
F9 1.909217 -4.442977 -6.347878
H11 2.062438 -7.811782 -2.012057
H12 1.468439 -6.616750 -0.938702
H13 3.160561 -7.367956 -0.782647
H14 3.971085 -6.155616 -2.574103
H15 3.212382 -4.995468 -1.501936
C13 1.556299 -0.140122 2.405098
C14 2.309849 0.660922 1.323205
O7 3.531136 1.377968 1.855408
C15 3.291373 2.459190 2.528446
O8 2.244432 2.971616 2.805443
C16 4.609015 3.079994 3.041130
F10 5.273265 3.684630 2.025852
F11 4.378122 4.022368 4.034111
F12 5.481000 2.184056 3.492072
H16 1.036864 -0.876711 1.801617
H17 0.963230 0.479341 2.998394
H18 2.328238 -0.674935 2.903697
H19 1.659049 1.426935 0.934369
H20 2.638346 0.080292 0.485266
O9 0.890610 -3.712084 0.074594
C17 1.932649 -2.939525 -0.441061
C18 1.745869 -2.373909 -1.674650
C19 2.740286 -1.703309 -2.261353
C20 4.007062 -1.606360 -1.625039
O10 4.979442 -0.849325 -2.159145
C21 4.211141 -2.205662 -0.372144
C22 3.190060 -2.965901 0.202743
H21 1.078798 -3.768946 1.028743
H22 0.706985 -2.351046 -2.065651
H23 2.568911 -1.237447 -3.225246
H24 4.659199 -0.435032 -2.945144
H25 5.203763 -2.273815 0.012693
H26 3.276432 -3.296667 1.231784
O11 -2.761142 2.900526 7.365313
C23 -2.291173 2.887081 6.087064
C24 -3.123100 2.780365 4.988260
C25 -2.528570 2.644954 3.729995
C26 -1.210716 2.935360 3.528898
O12 -0.793876 3.010903 2.165021
C27 -0.361505 3.154902 4.615727
C28 -0.885009 3.064635 5.895553
H27 -3.637750 2.522855 7.326334
H28 -4.210713 2.666256 5.182724
H29 -3.131499 2.390780 2.845022
H30 0.159214 3.100756 2.077585
H31 0.696179 3.308525 4.499871
H32 -0.238740 3.144537 6.762476
O13 -3.493729 6.432317 -6.265449
C29 -3.637146 5.751942 -5.077859
C30 -2.486542 5.309239 -4.403899
C31 -2.685831 4.535563 -3.272760
C32 -3.977516 4.209839 -2.814857
O14 -4.232728 3.378887 -1.747291
C33 -5.040794 4.722067 -3.459426
C34 -4.886783 5.525761 -4.597081
H33 -4.307753 6.723130 -6.621721
H34 -1.508825 5.537979 -4.766170
H35 -1.912472 4.052544 -2.792684
H36 -3.487970 2.833847 -1.463952
H37 -6.011466 4.350663 -3.189849
H38 -5.776615 5.740835 -5.120848
O15 -1.870783 2.133198 -0.266577
C35 -1.924139 0.799557 -0.405478
C36 -1.923150 0.184331 -1.669515
C37 -2.028474 -1.182577 -1.740914
C38 -1.765618 -2.001118 -0.634028
O16 -1.676529 -3.390119 -0.801749
C39 -1.750288 -1.430032 0.596518
C40 -1.961850 -0.075081 0.683541
H39 -1.749471 2.459502 0.667588
H40 -2.109209 0.780051 -2.604557
H41 -2.245413 -1.798461 -2.604941
H42 -0.835883 -3.678923 -0.365032
H43 -1.738739 -2.075389 1.526545
H44 -1.985224 0.373866 1.630809

Atoms 1-3, force components in eV/Å:
C 0.9 0.5 0.0
C 0.7 -0.6 0.3
O -0.2 0.2 0.9

Summary:
electronic energy = -3952.8652 a.u.
max |F| = 0.069 Eh/bohr
highest occupied orbital energy = -7.921 eV
net charge = 0

3.
C30H59BiClGeN4O7PSi3Te | wB97M-V/def2-TZVPD

Atoms and positions in Å:
Bi1 -1.059147 0.559994 -0.214743
N1 -2.371584 1.007376 1.777667
C1 -3.273575 0.005038 2.385597
C2 -4.543584 -0.194649 1.565969
C3 -4.336702 -0.948703 0.258118
N2 -3.509692 -0.189503 -0.691550
H1 -1.665455 1.301013 2.443498
H2 -2.881850 1.834471 1.472214
H3 -3.548488 0.319158 3.393937
H4 -2.726026 -0.933994 2.459316
H5 -5.002548 0.780468 1.359966
H6 -5.252906 -0.764645 2.166570
H7 -5.314470 -1.176047 -0.175997
H8 -3.825730 -1.881554 0.462456
H9 -3.870029 0.754315 -0.795767
H10 -3.528257 -0.637824 -1.601261
C4 -0.571042 -5.296794 1.374073
Si1 -1.380092 -3.631226 1.656435
C5 -3.225791 -4.012509 1.571962
C6 -0.932270 -3.035507 3.385863
Ge1 -0.443539 -2.061985 0.037404
Si2 -1.045992 -2.859900 -2.163108
C7 -2.902861 -2.994049 -2.528033
C8 -0.323050 -4.550481 -2.528915
C9 -0.384061 -1.558056 -3.359884
Si3 1.933588 -2.592175 0.124902
C10 2.693049 -1.771752 1.637556
C11 2.794689 -2.094706 -1.480765
C12 2.447870 -4.398298 0.276168
H11 -1.116572 -6.064359 1.931599
H12 0.462183 -5.308678 1.718811
H13 -0.576031 -5.579922 0.317848
H14 -3.381255 -5.021051 1.967094
H15 -3.604149 -4.014102 0.545983
H16 -3.840948 -3.332949 2.169498
H17 -0.760946 -3.889860 4.048983
H18 -1.714538 -2.420596 3.838345
H19 -0.011963 -2.444804 3.359023
H20 -3.506534 -3.169978 -1.631991
H21 -3.079416 -3.835612 -3.204174
H22 -3.285436 -2.099813 -3.034028
H23 -0.924060 -5.326117 -2.044120
H24 0.705804 -4.652164 -2.173506
H25 -0.330904 -4.749877 -3.605410
H26 -0.780030 -0.565657 -3.103905
H27 -0.667904 -1.773302 -4.396361
H28 0.707755 -1.495146 -3.316937
H29 2.513513 -0.695826 1.708166
H30 3.774165 -1.950962 1.671065
H31 2.255653 -2.227012 2.533127
H32 2.562864 -1.094965 -1.852171
H33 2.509639 -2.806977 -2.263131
H34 3.882143 -2.175947 -1.360574
H35 2.535475 -4.708668 1.319734
H36 3.437640 -4.493441 -0.181354
H37 1.781559 -5.098470 -0.230779
O1 6.286278 -1.274488 0.944985
C13 6.102979 0.112653 1.126656
N3 4.945127 0.432720 0.324021
C14 4.693962 1.689655 -0.098867
O2 5.397876 2.645336 0.176401
C15 3.449830 1.851845 -0.923689
C16 3.369234 2.893265 -1.835000
C17 2.199670 3.066468 -2.554061
C18 1.147959 2.193983 -2.330376
N4 1.212292 1.194053 -1.448770
C19 2.344122 1.037835 -0.757130
H38 7.102855 -1.545081 1.373331
H39 6.950817 0.703020 0.779126
H40 5.915614 0.356510 2.174944
H41 4.412832 -0.359703 -0.001882
H42 4.215011 3.560570 -1.948629
H43 2.095791 3.869474 -3.271943
H44 0.200769 2.306751 -2.851327
H45 2.329947 0.258674 -0.003919
C20 -2.013222 5.904401 0.103998
C21 -1.699808 5.338198 -1.259221
O3 -2.929082 4.868827 -1.921381
P1 -3.353611 3.367494 -1.751922
O4 -2.992294 2.780116 -0.437252
Te1 -5.688015 3.209754 -2.277691
O5 -2.524995 2.567084 -2.863032
C22 -2.684728 2.930281 -4.261776
C23 -2.318454 1.745744 -5.117788
H46 -1.103064 6.311552 0.546969
H47 -2.395401 5.120450 0.757905
H48 -2.759404 6.695815 0.025453
H49 -0.986356 4.516143 -1.183629
H50 -1.300639 6.098963 -1.923855
H51 -2.051402 3.791134 -4.473265
H52 -3.723137 3.225928 -4.451283
H53 -1.267644 1.481929 -4.989543
H54 -2.487446 1.993554 -6.166407
H55 -2.932448 0.880712 -4.864567
Cl1 4.488449 3.294209 6.134337
C24 3.405500 2.885159 4.848616
C25 3.109060 3.834103 3.880465
C26 2.245513 3.499487 2.851722
C27 1.678688 2.229703 2.795694
C28 1.988781 1.287441 3.773204
C29 2.855224 1.612678 4.803840
C30 0.717005 1.902476 1.703776
O6 0.232945 2.780955 0.977519
O7 0.400253 0.645482 1.562076
H56 3.553326 4.818535 3.940201
H57 2.006116 4.213458 2.073256
H58 1.546307 0.300829 3.720152
H59 3.112840 0.892622 5.569084

Atoms 1-3, force components in eV/Å:
Bi 0.4 0.0 0.5
N -0.1 -0.1 -0.2
C -0.1 0.1 -0.1

Summary:
electronic energy = -6153.8680 a.u.
energy relative to the best compared isomer or geometry (same formula, charge and spin) = 0.0 kcal per mole
spin multiplicity = 2
max |F| = 0.024 Eh/bohr
highest occupied orbital energy (alpha / beta) = -10.409 / -10.408 eV
net charge = +1

4.
C3HN3O2 | wB97M-V/def2-TZVPD

Atoms and positions in Å:
O1 -0.103374 1.737133 1.451419
C1 0.206017 0.901355 0.648638
N1 -0.803433 -0.316771 0.695724
N2 -1.200726 -0.963486 -0.354932
N3 -0.256446 -1.273235 -1.192009
C2 0.912703 -0.845306 -1.149757
C3 0.947748 0.906722 -0.519531
O2 1.872925 -0.083816 -0.894731
H1 -1.575414 -0.062594 1.315179

Atoms 1-3, force components in eV/Å:
O 0.2 0.0 0.2
C -0.3 -0.4 0.9
N 0.1 -0.5 -0.6

Summary:
electronic energy = -429.3392 a.u.
energy relative to the best compared isomer or geometry (same formula, charge and spin) = 196.6 kcal per mole
max |F| = 0.044 Eh/bohr
highest occupied orbital energy = -9.132 eV
net charge = 0